No. 1
A single C7H8O3S molecule, computed with the ωB97M-V functional and the def2-TZVPD basis.

Atoms and positions in Å:
S 1.230 -0.124 -2.122
O -1.084 -2.919 0.681
O -0.890 2.762 1.420
O -0.324 -1.004 -0.096
C -0.223 -0.035 -1.056
C -0.824 1.577 0.762
C -1.277 -2.006 -0.159
C 1.622 1.551 -1.847
C 0.055 -3.169 1.499
C 0.752 2.220 -1.092
C -0.174 1.326 -0.456
H 0.157 -2.302 2.183
H 0.875 -3.514 0.862
H 2.432 2.188 -2.361
H -0.239 -3.906 2.143
H -0.488 3.509 0.885
H 0.856 3.208 -0.634
H -1.409 0.789 1.277
H -1.046 -0.150 -1.889

Calculated values
energy relative to the best compared isomer or geometry (same formula, charge and spin)	422.3	kJ/mol
maximum force	4.44	eV/Å
Kohn-Sham gap	8.2	eV
electronic energy	-895.27949	Eh
HOMO level	-7.53	eV

No. 2
A single C7H8S molecule, computed with the ωB97M-V functional and the def2-TZVPD basis.

Atoms and positions in Å:
S -1.889 -0.087 0.944
C 0.596 1.171 -0.107
C -2.950 0.263 -0.411
C -0.031 -0.157 -0.088
C 1.078 -1.116 0.345
C 0.311 -1.482 -0.651
C 1.894 1.072 0.356
C 2.279 -0.398 0.827
H -3.070 -0.656 -0.999
H 2.154 -0.460 1.872
H 2.727 1.778 0.321
H -3.863 0.451 -0.063
H 0.035 2.016 -0.629
H -2.444 0.792 -1.100
H -0.008 -2.351 -1.190
H 3.182 -0.836 0.572

Calculated values
energy relative to the best compared isomer or geometry (same formula, charge and spin)	506.8	kJ/mol
maximum force	5.05	eV/Å
SMILES string	CS[C@@]12C=CCC1=C2
Kohn-Sham gap	8.5	eV
electronic energy	-669.50139	Eh
HOMO level	-7.84	eV

No. 3
A gas-phase ion, C7H9Br2N2O2 (charge +1), computed with the ωB97M-V functional and the def2-TZVPD basis.

Atoms and positions in Å:
Br -4.020 -0.534 0.093
Br -1.627 2.508 2.130
O 0.439 0.331 -3.083
O 1.549 -0.651 1.996
N 1.850 -0.619 -1.542
N 0.300 0.418 0.460
C 0.776 -0.038 -1.992
C -2.404 0.782 0.082
C -1.839 0.831 1.425
C -1.493 0.570 -1.058
C 2.211 -0.998 -0.146
C -0.173 0.405 -0.902
C 1.034 -0.864 0.794
H 0.254 -1.662 0.685
H 0.885 -0.803 2.665
H -1.594 0.010 1.987
H -2.916 1.759 -0.051
H 3.033 -0.516 0.321
H 2.431 -0.685 -2.358
H 2.511 -1.984 -0.228
H 0.772 1.306 0.724
H -1.980 0.435 -2.002

Calculated values
energy relative to the best compared isomer or geometry (same formula, charge and spin)	84.8	kJ/mol
maximum force	4.77	eV/Å
Kohn-Sham gap	6.9	eV
net charge	+1
electronic energy	-5679.79368	Eh
HOMO level	-13.19	eV

No. 4
A single C7H9Cl molecule, computed with the ωB97M-V functional and the def2-TZVPD basis.

Atoms and positions in Å:
Cl -1.411 -1.927 1.253
C -0.296 0.176 -0.311
C 0.989 0.361 -1.194
C -0.101 -1.030 0.675
C 1.080 -1.005 1.455
C -0.484 1.343 0.691
C 2.096 -1.148 2.128
C -1.584 -0.105 -1.069
H -2.439 0.140 -0.353
H 3.030 -1.288 2.670
H -1.455 1.552 1.156
H 0.872 1.156 -2.022
H 1.066 -0.547 -1.855
H 1.762 0.809 -0.518
H 0.409 2.002 0.868
H -1.791 0.562 -1.986
H -1.745 -1.052 -1.589

Calculated values
energy relative to the best compared isomer or geometry (same formula, charge and spin)	467.1	kJ/mol
maximum force	3.30	eV/Å
Kohn-Sham gap (alpha / beta)	8.0 / 7.9	eV
electronic energy	-732.11320	Eh
HOMO level (alpha / beta)	-7.76 / -8.34	eV

No. 5
2 unconnected molecules or ions with the total composition C7H9ClO2, computed with the ωB97M-V functional and the def2-TZVPD basis.

Atoms and positions in Å:
Cl 3.068 0.592 -0.353
O -1.791 0.710 1.252
O 2.365 -1.906 0.260
C -0.508 0.212 1.262
C -0.067 0.021 -0.165
C -0.806 -2.387 -0.295
C 0.123 1.295 -0.907
C 0.231 2.501 -0.371
C 2.099 -0.763 0.076
C -0.622 -1.174 -0.757
H 0.060 2.680 0.692
H 0.290 1.269 -1.943
H 0.602 3.357 -0.944
H -0.473 -0.727 1.677
H -2.417 0.185 0.545
H -0.488 -2.569 0.809
H 0.169 1.074 1.839
H -0.698 -1.006 -1.867
H -1.135 -3.363 -0.811

Calculated values
energy relative to the best compared isomer or geometry (same formula, charge and spin)	283.5	kJ/mol
maximum force	4.60	eV/Å
Kohn-Sham gap (alpha / beta)	7.6 / 7.6	eV
electronic energy	-882.62526	Eh
HOMO level (alpha / beta)	-8.28 / -8.29	eV

No. 6
3 unconnected molecules or ions with the total composition C7H9F2NO8, computed with the ωB97M-V functional and the def2-TZVPD basis.

Atoms and positions in Å:
F -4.903 -4.216 -3.518
F 6.264 1.496 6.050
O 2.571 3.148 4.043
O -3.707 -5.814 -4.755
O -2.559 0.774 -0.388
O -4.466 -6.483 -6.788
O 3.815 3.985 5.731
O -0.849 0.851 -1.628
O 4.576 2.146 4.741
O -3.919 -4.263 -6.282
N -1.696 1.377 -0.946
C -1.651 2.890 -0.782
C -3.651 -4.558 -4.032
C 4.942 3.525 6.480
C -3.201 -3.697 -5.246
C 3.599 3.094 4.754
C -4.032 -5.573 -6.050
C 5.690 2.590 5.520
H -2.202 3.298 -1.630
H -3.468 -2.642 -5.179
H 5.486 4.317 6.995
H -2.121 -3.720 -5.393
H -2.890 -4.606 -3.253
H -2.017 3.052 0.232
H 4.530 2.934 7.298
H 6.439 2.986 4.834
H -0.584 3.110 -0.807

Calculated values
energy relative to the best compared isomer or geometry (same formula, charge and spin)	134.9	kJ/mol
maximum force	4.93	eV/Å
SMILES string	O=C1OC[C@@H](F)O1.O=C1OC[C@@H](F)O1.C[N+](=O)[O-]
Kohn-Sham gap	11.5	eV
electronic energy	-1128.43552	Eh
HOMO level	-11.03	eV

No. 7
2 unconnected molecules or ions with the total composition C7H9FIN3O2, computed with the ωB97M-V functional and the def2-TZVPD basis.

Atoms and positions in Å:
I -2.445 1.909 -0.370
F -3.173 0.541 1.985
O -0.246 -3.024 -1.525
O -1.290 -3.437 0.355
N 2.225 2.296 -1.422
N -1.725 -0.732 0.811
N 1.203 1.721 0.434
C -0.730 -1.034 -0.166
C -2.089 0.486 1.168
C 0.794 -0.766 0.226
C 1.388 0.556 -0.311
C 1.985 0.870 -1.483
C -0.798 -2.616 -0.393
C 1.813 2.702 -0.250
H 2.176 0.198 -2.278
H -0.626 1.200 2.401
H 1.978 3.726 0.089
H -1.053 -0.256 -0.884
H -1.923 -1.476 1.475
H -0.289 -2.284 -2.103
H 1.314 -1.670 -0.196
H 1.009 -0.692 1.262
H 0.499 1.780 1.176

Calculated values
energy relative to the best compared isomer or geometry (same formula, charge and spin)	339.0	kJ/mol
maximum force	3.59	eV/Å
Kohn-Sham gap (alpha / beta)	7.8 / 7.8	eV
electronic energy	-984.30376	Eh
HOMO level (alpha / beta)	-8.80 / -8.79	eV

No. 8
2 unconnected molecules or ions with the total composition C7H9IOSi, computed with the ωB97M-V functional and the def2-TZVPD basis.

Atoms and positions in Å:
I -1.645 2.791 4.169
Si 1.152 0.043 1.667
O -0.031 1.014 1.929
C -0.685 -0.725 -2.056
C 0.031 2.965 2.984
C 1.125 -2.257 -1.806
C -0.362 -0.015 -0.865
C 0.706 -0.543 -0.180
C -0.010 -1.841 -2.497
C 1.423 -1.644 -0.537
H -0.332 -2.399 -3.310
H 1.504 -1.146 2.498
H -0.973 0.974 -0.805
H -0.136 3.238 1.949
H -1.497 -0.272 -2.687
H 1.775 -2.997 -2.133
H 0.969 2.670 3.471
H 2.340 0.647 1.804
H 2.166 -1.991 0.173

Calculated values
maximum force	5.17	eV/Å
Kohn-Sham gap	7.0	eV
electronic energy	-934.41195	Eh
HOMO level	-8.74	eV

No. 9
A molecular structure, C7H9MgO5P, computed with the ωB97M-V functional and the def2-TZVPD basis.

Atoms and positions in Å:
P -0.016 -0.070 1.680
Mg 0.473 -0.207 -1.513
O 2.999 0.246 -3.851
O -0.190 2.867 -2.974
O -0.358 -0.297 0.200
O -4.257 0.396 -5.236
O 0.223 -3.112 -3.398
C 2.393 0.064 -2.891
C 0.040 1.838 -2.516
C -1.311 0.856 2.509
C 1.540 0.808 1.761
C -3.193 0.159 -4.895
C 0.280 -2.130 -2.803
C 0.107 -1.649 2.515
H 1.831 1.068 2.785
H 2.327 0.174 1.327
H -2.250 0.284 2.525
H -0.885 -2.126 2.550
H 1.445 1.732 1.173
H 0.810 -2.290 1.970
H 0.484 -1.491 3.531
H -1.494 1.815 2.011
H -0.999 1.064 3.539

Calculated values
energy relative to the best compared isomer or geometry (same formula, charge and spin)	0.0	kJ/mol
maximum force	4.80	eV/Å
Kohn-Sham gap	9.8	eV
net charge	+2
electronic energy	-1189.28120	Eh
HOMO level	-18.41	eV

No. 10
A single C7H9N molecule, computed with the ωB97M-V functional and the def2-TZVPD basis.

Atoms and positions in Å:
N -0.769 0.695 -1.920
C 2.222 0.689 -0.468
C -1.043 -2.777 1.232
C -1.298 1.571 0.295
C -0.522 0.723 -0.669
C -0.433 -1.722 0.763
C 0.469 -0.900 0.511
C 0.899 0.173 -0.056
H 2.954 -0.116 -0.585
H -2.126 -2.832 1.214
H -0.129 0.117 -2.464
H 2.605 1.382 0.288
H 2.153 1.235 -1.415
H -0.502 -3.615 1.658
H -0.683 2.405 0.644
H -1.611 0.984 1.160
H -2.186 1.989 -0.186

Calculated values
energy relative to the best compared isomer or geometry (same formula, charge and spin)	391.3	kJ/mol
maximum force	3.51	eV/Å
SMILES string	[H]/N=C(/C)C(C)=C=C=C
Kohn-Sham gap	9.3	eV
electronic energy	-326.74192	Eh
HOMO level	-8.79	eV